1.
Computed, not measured: one molecule with the formula H2O2S2, with the ωB97M-V functional and the def2-TZVPD basis.

Each line ends with the Löwdin charge.
Atoms and positions in Å:
O 2.010 0.080 -0.086  -0.508
S 0.944 -1.199 -0.021  0.495
S -0.744 -0.655 -0.847  0.503
O -1.818 0.096 0.517  -0.442
H 1.455 0.758 0.345  0.023
H -1.847 0.920 0.093  -0.069

Cartesian forces, eV/Å:
-1.1 0.3 0.3
-0.3 -0.3 -0.2
-1.0 0.4 1.9
2.0 -3.0 -1.4
0.9 0.2 -0.1
-0.4 2.4 -0.5

Values from the calculation:
- Energy relative to the best compared isomer or geometry (same formula, charge and spin): 49.82 kJ/mol
- Strongest force on any atom: 3.90 eV/Å
- E_HOMO: -9.856 eV
- SMILES string: OSSO
- E_tot: -948.00183 a.u.

2.
Computed, not measured: C40H35N5O2P2RhS3 as an isolated structure, with the ωB97M-V functional and the def2-TZVPD basis.

Each line ends with the Löwdin charge.
Atoms and positions in Å:
Rh -0.515 0.287 -0.607  0.497
N -2.328 1.392 -0.623  -0.061
C -3.577 0.658 -0.508  -0.276
C -4.773 1.233 -0.907  -0.014
C -5.956 0.537 -0.719  -0.050
C -5.942 -0.719 -0.126  -0.053
C -4.741 -1.293 0.254  -0.074
C -3.541 -0.610 0.060  -0.292
P -1.908 -1.337 0.411  1.047
C -1.661 -1.345 2.199  -0.415
C -0.371 -1.615 2.657  -0.154
C -0.113 -1.637 4.019  -0.052
C -1.135 -1.379 4.922  -0.062
C -2.418 -1.105 4.467  -0.066
C -2.686 -1.092 3.107  -0.072
C -2.158 -3.076 -0.043  -0.338
C -1.774 -4.106 0.808  -0.058
C -2.016 -5.427 0.450  -0.058
C -2.648 -5.720 -0.747  -0.064
C -3.031 -4.692 -1.602  -0.069
C -2.778 -3.377 -1.257  -0.120
H -2.236 1.975 0.213  0.053
H -2.331 2.038 -1.411  0.090
H -4.777 2.220 -1.355  0.122
H -6.892 0.978 -1.033  0.115
H -6.867 -1.258 0.024  0.114
H -4.730 -2.288 0.682  0.122
H 0.444 -1.792 1.963  0.076
H 0.891 -1.841 4.365  0.118
H -0.931 -1.388 5.985  0.110
H -3.213 -0.902 5.174  0.109
H -3.688 -0.877 2.757  0.100
H -1.291 -3.887 1.751  0.104
H -1.716 -6.224 1.117  0.112
H -2.846 -6.749 -1.018  0.111
H -3.525 -4.919 -2.537  0.112
H -3.075 -2.578 -1.927  0.109
N 6.929 -2.078 -3.575  0.118
C 5.904 -1.776 -2.724  -0.313
C 5.648 -2.579 -1.603  -0.021
C 4.619 -2.267 -0.740  -0.059
C 3.840 -1.144 -0.974  -0.323
C 4.084 -0.331 -2.075  -0.055
C 5.101 -0.648 -2.949  -0.022
S 2.576 -0.695 0.145  0.598
O 2.572 -1.601 1.262  -0.301
O 2.714 0.713 0.413  -0.365
N 1.174 -0.833 -0.735  -0.251
C 0.904 -1.896 -1.538  -0.500
N -0.126 -1.603 -2.359  0.087
C -0.467 -2.541 -3.232  -0.142
C 0.192 -3.756 -3.307  -0.048
C 1.203 -3.962 -2.380  -0.096
N 1.557 -3.053 -1.479  0.161
H 7.467 -2.915 -3.453  0.099
H 7.073 -1.547 -4.412  0.098
H 6.266 -3.450 -1.419  0.113
H 4.403 -2.890 0.117  0.116
H 3.476 0.551 -2.238  0.110
H 5.295 -0.017 -3.808  0.112
H -1.288 -2.307 -3.902  0.118
H -0.080 -4.504 -4.035  0.105
H 1.748 -4.900 -2.345  0.118
S 0.503 2.235 -1.583  0.363
P 0.525 2.939 0.318  0.309
S -0.095 1.303 1.399  0.484
C -0.694 4.263 0.514  -0.393
C -1.485 4.349 1.657  -0.107
C -2.374 5.405 1.803  -0.067
C -2.471 6.373 0.815  -0.066
C -1.680 6.291 -0.324  -0.065
C -0.791 5.239 -0.477  -0.094
C 2.090 3.620 0.851  -0.391
C 2.433 3.580 2.198  -0.081
C 3.620 4.160 2.612  -0.059
C 4.452 4.775 1.686  -0.061
C 4.107 4.806 0.342  -0.062
C 2.923 4.224 -0.082  -0.086
H -1.412 3.592 2.429  0.085
H -2.988 5.471 2.691  0.111
H -3.165 7.195 0.931  0.111
H -1.755 7.046 -1.094  0.111
H -0.183 5.169 -1.371  0.097
H 1.796 3.077 2.915  0.103
H 3.902 4.123 3.655  0.111
H 5.381 5.223 2.012  0.110
H 4.765 5.273 -0.378  0.110
H 2.665 4.215 -1.135  0.094

Cartesian forces, eV/Å:
-0.5 -1.1 -0.8
0.0 0.0 0.0
0.1 0.0 0.0
0.0 0.0 0.0
0.0 0.0 0.0
0.0 0.0 0.0
0.0 0.0 0.0
0.0 0.0 0.0
0.1 0.4 0.2
-0.1 -0.1 0.0
0.0 0.0 0.0
0.0 0.0 0.0
0.0 0.0 0.0
0.0 0.0 0.0
0.0 0.0 0.0
0.2 0.1 -0.1
0.1 -0.1 0.0
0.0 0.0 0.0
0.0 0.0 0.0
0.0 0.0 0.0
0.0 0.0 0.0
0.0 0.1 0.0
0.0 -0.1 -0.1
0.0 0.0 0.0
0.0 0.0 0.0
0.0 0.0 0.0
0.0 0.0 0.0
0.0 0.0 0.0
0.0 0.0 0.0
0.0 0.0 0.0
0.0 0.0 0.0
0.0 0.0 0.0
0.0 0.0 0.0
0.0 0.0 0.0
0.0 0.0 0.0
0.0 0.0 0.0
0.0 0.0 0.0
0.0 0.0 0.0
0.0 0.0 0.0
0.0 0.0 0.0
-0.1 0.0 0.0
0.0 -0.1 0.1
0.0 0.0 0.0
0.0 0.0 0.0
0.0 0.1 -0.1
0.0 -0.1 -0.1
-0.1 -0.1 0.0
0.6 0.0 0.7
0.0 0.4 0.2
-0.3 0.3 0.1
-0.2 0.0 -0.2
0.0 0.1 0.0
0.0 0.0 0.0
0.1 0.0 -0.1
0.0 0.0 0.0
0.0 0.0 0.0
0.0 0.0 0.0
0.0 0.0 0.0
0.0 0.0 0.0
0.0 0.0 0.0
0.0 0.0 0.0
0.0 0.0 0.0
0.0 0.0 0.0
0.2 0.1 0.0
0.0 -0.2 0.0
0.0 0.3 0.2
0.0 0.0 0.0
0.0 0.0 0.0
0.0 0.0 0.0
0.0 0.0 0.0
0.0 0.0 0.0
0.0 0.0 0.0
0.0 -0.1 0.0
0.0 0.0 0.0
0.0 0.0 0.0
0.0 0.0 0.0
0.0 0.0 0.0
0.0 0.0 0.0
0.0 0.0 0.0
0.0 0.0 0.0
0.0 0.0 0.0
0.0 0.0 0.0
0.0 0.0 0.0
0.0 0.0 0.0
0.0 0.0 0.0
0.0 0.0 0.0
0.0 0.0 0.0
0.0 0.0 0.0

Values from the calculation:
- Energy relative to the best compared isomer or geometry (same formula, charge and spin): 0.00 kJ/mol
- Strongest force on any atom: 1.47 eV/Å
- Charge: +1
- E_HOMO: -9.849 eV
- E_tot: -3957.31310 a.u.

3.
Computed, not measured: a 2-piece molecular cluster, C5H9O4P overall, with the ωB97M-V functional and the def2-TZVPD basis.

Each line ends with the Löwdin charge.
Atoms and positions in Å:
C 2.752 -0.161 -0.045  -0.504
C -0.128 -1.540 -0.502  -0.238
C -0.025 -0.661 1.895  -0.207
C -0.768 1.696 -1.572  -0.199
C -0.042 -0.292 0.375  -0.457
O 3.082 -0.282 1.097  0.049
O -2.683 0.493 -0.003  -0.475
O 2.929 -0.059 -1.208  0.064
O -1.231 2.145 1.194  -0.505
P -1.286 1.019 0.128  0.292
H 0.375 -2.391 -0.077  0.026
H 0.245 -1.465 -1.624  0.072
H -1.177 -1.820 -0.649  0.027
H -0.438 0.340 2.229  0.040
H 0.938 -0.707 2.271  -0.016
H -0.574 -1.557 2.316  0.054
H -1.200 1.006 -2.313  0.013
H -0.999 2.704 -1.967  0.016
H 0.232 1.533 -1.547  -0.054

Cartesian forces, eV/Å:
-0.9 0.1 1.5
-0.4 1.0 -2.4
-2.2 2.0 -1.1
-3.0 -0.2 -0.2
1.3 -1.0 0.4
0.0 0.0 -1.1
-0.9 -1.0 -0.6
0.0 -0.1 -0.2
0.9 -1.0 -1.1
-0.1 2.0 0.6
0.4 -0.4 0.3
-0.3 0.2 2.0
-0.4 -0.3 0.1
0.2 -1.3 0.9
2.2 -0.3 0.7
-0.1 0.7 -0.7
0.1 0.0 0.2
-0.1 -0.2 0.8
3.4 -0.2 -0.3

Values from the calculation:
- Energy relative to the best compared isomer or geometry (same formula, charge and spin): 296.66 kJ/mol
- Strongest force on any atom: 3.37 eV/Å
- Charge: -2
- E_HOMO (alpha / beta): 1.587 / 1.583 eV
- E_tot: -838.20261 a.u.

4.
Computed, not measured: C31H29BCo2O8S2 as an isolated structure, with the ωB97M-V functional and the def2-TZVPD basis.

Each line ends with the Löwdin charge.
Atoms and positions in Å:
C 3.026 -6.045 -5.358  -0.141
C 2.767 -5.399 -4.052  -0.615
C 2.921 -5.933 -2.785  -0.146
C 2.650 -4.988 -1.731  -0.133
C 2.306 -3.752 -2.225  -0.385
B 2.022 -2.371 -1.375  -1.054
C 3.482 -1.694 -1.113  -0.355
C 4.461 -2.057 -0.223  -0.137
C 5.594 -1.169 -0.249  -0.149
C 5.445 -0.122 -1.137  -0.624
C 6.397 0.970 -1.441  -0.141
S 3.887 -0.191 -1.904  1.050
O 1.155 -1.525 -2.123  0.017
C -0.134 -1.810 -1.590  -0.456
C -1.049 -0.615 -1.834  -0.016
C -0.753 -3.005 -2.308  -0.035
C 0.229 -2.166 -0.041  -0.468
C 0.521 -0.957 0.844  -0.017
C -0.806 -3.026 0.668  -0.012
O 1.449 -2.864 -0.163  0.052
S 2.189 -3.761 -3.957  1.062
H 3.321 -7.089 -5.220  0.071
H 2.124 -6.009 -5.983  0.067
H 3.836 -5.510 -5.872  0.070
H 3.227 -6.962 -2.613  0.093
H 2.734 -5.229 -0.677  0.103
H 4.402 -2.936 0.413  0.106
H 6.482 -1.309 0.367  0.095
H 7.171 1.020 -0.671  0.071
H 6.873 0.778 -2.410  0.071
H 5.880 1.934 -1.501  0.063
H -2.041 -0.816 -1.406  0.078
H -0.652 0.318 -1.421  0.055
H -1.185 -0.488 -2.917  0.093
H -1.795 -3.134 -1.991  0.081
H -0.769 -2.813 -3.388  0.088
H -0.202 -3.933 -2.115  0.089
H -0.408 -0.573 1.275  0.030
H 1.150 -1.279 1.687  0.108
H 1.039 -0.145 0.317  0.087
H -1.688 -2.415 0.908  0.074
H -1.115 -3.867 0.041  0.078
H -0.374 -3.400 1.603  0.093
O -4.460 1.532 -1.777  0.187
C -3.912 2.140 -0.960  -0.059
Co -3.007 3.090 0.252  0.241
C -1.490 2.296 0.391  -0.101
O -0.408 1.870 0.490  0.188
C -2.414 4.483 -0.600  -0.063
O -1.919 5.350 -1.186  0.197
C -3.251 3.482 2.296  -0.221
C -2.284 4.410 2.895  -0.225
C -0.951 4.000 3.128  -0.027
C -0.016 4.892 3.653  -0.051
C -0.411 6.169 4.060  -0.057
C -1.731 6.580 3.836  -0.063
C -2.663 5.722 3.251  -0.016
C -4.656 3.361 2.200  -0.351
C -5.767 3.908 1.685  0.075
Co -3.933 1.863 2.760  0.193
C -4.841 1.373 4.209  -0.043
O -5.372 0.820 5.069  0.204
C -2.449 0.933 2.984  -0.067
O -1.513 0.258 3.075  0.184
C -5.003 1.002 1.663  -0.105
O -5.777 0.560 0.930  0.192
H -0.673 2.970 2.893  0.097
H 1.020 4.568 3.760  0.118
H 0.306 6.826 4.558  0.115
H -2.039 7.579 4.135  0.110
H -3.688 6.041 3.059  0.118
H -6.736 3.548 2.037  0.083
H -5.734 4.710 0.929  0.083

Cartesian forces, eV/Å:
0.0 -0.1 -0.3
-0.2 -0.3 1.3
-0.1 0.6 -0.7
0.0 0.2 -1.3
0.0 -0.1 0.2
3.1 -2.0 -1.3
-0.5 0.6 0.4
0.3 0.6 -0.7
-0.3 0.4 -0.5
-0.5 -0.8 0.9
0.2 0.2 -0.2
0.6 -0.8 0.5
-1.7 1.0 0.4
0.5 0.1 0.7
-0.2 0.1 0.1
-0.3 -0.3 0.1
0.0 0.1 -0.4
-0.3 0.5 0.1
-0.1 -0.1 -0.2
-1.7 0.3 1.0
0.8 -0.6 0.7
0.0 0.1 -0.1
0.3 -0.1 -0.1
-0.2 -0.2 -0.1
0.0 0.1 -0.1
0.0 0.2 -0.1
-0.1 0.1 -0.2
-0.1 0.1 -0.2
0.0 0.1 -0.1
0.1 0.2 0.1
0.2 -0.1 0.0
0.1 0.1 0.0
0.1 -0.2 -0.1
0.1 0.0 0.2
0.1 -0.1 0.0
0.2 0.0 0.2
-0.1 0.3 -0.1
0.1 0.1 -0.2
-0.1 0.0 -0.3
0.0 -0.4 0.0
0.0 -0.2 0.0
0.1 0.0 0.3
-0.1 0.0 -0.2
1.7 2.0 2.4
-2.7 -3.4 -3.8
-3.1 -1.0 3.9
5.9 -1.5 0.2
-4.4 1.7 -0.3
3.0 4.1 -2.0
-1.7 -2.6 1.6
0.4 1.4 0.3
0.4 0.5 0.2
-0.4 0.2 -0.1
-0.2 -0.3 0.1
-0.3 -0.2 -0.2
0.0 -0.1 0.2
0.3 -0.3 -0.2
0.0 3.8 -1.7
0.1 0.3 -0.2
0.9 -1.7 -1.1
-0.9 -2.0 2.8
1.1 1.8 -2.2
4.1 -3.5 1.3
-2.9 2.4 -0.2
-3.0 -2.7 -2.7
1.9 1.1 1.8
0.1 0.4 0.0
-0.3 0.1 0.1
-0.3 -0.1 -0.3
0.0 -0.2 -0.1
0.2 0.0 0.1
0.1 0.0 -0.5
-0.1 -0.2 0.8

Values from the calculation:
- Energy relative to the best compared isomer or geometry (same formula, charge and spin): 286.53 kJ/mol
- Strongest force on any atom: 6.08 eV/Å
- E_HOMO: -5.685 eV
- E_tot: -5387.16948 a.u.

5.
Computed, not measured: a 2-piece molecular cluster, C7H14N2O overall, with the ωB97M-V functional and the def2-TZVPD basis.

Each line ends with the Löwdin charge.
Atoms and positions in Å:
C 2.858 1.489 -0.173  -0.337
C -2.587 -0.299 0.775  -0.130
C 0.227 0.335 -1.882  -0.044
C 2.260 -1.549 1.183  -0.073
C 1.677 1.725 0.511  0.008
C -1.647 0.460 -0.242  -0.226
C -0.500 -0.460 -0.738  -0.336
N 3.611 0.999 -0.925  0.161
N 0.454 -0.507 0.420  0.038
O 1.410 -1.390 0.072  -0.187
H -3.248 -1.086 0.280  0.086
H -2.076 -0.728 1.658  0.069
H -3.284 0.413 1.150  0.038
H 1.253 0.485 -1.716  0.019
H -0.028 -0.135 -2.838  0.087
H -0.228 1.286 -1.851  0.045
H 2.788 -0.496 1.293  0.100
H 2.790 -2.428 0.957  0.073
H 1.560 -1.629 2.062  0.099
H 1.873 1.791 1.615  0.089
H 0.934 2.364 0.203  0.031
H -2.339 0.915 -1.069  0.141
H -1.320 1.304 0.435  0.109
H -0.758 -1.479 -1.039  0.142

Cartesian forces, eV/Å:
0.1 -1.2 -2.2
-0.4 -1.0 -1.2
-1.9 -1.6 -0.1
-1.1 3.3 1.4
2.0 -0.6 3.4
-2.3 -0.7 1.1
1.5 2.7 0.5
-0.1 0.8 1.0
-0.6 -0.4 -0.9
-0.9 0.4 -0.5
1.1 0.7 0.5
0.0 0.1 -0.7
-0.6 0.7 0.5
1.3 -0.4 -0.1
0.5 0.2 0.0
-0.4 1.3 -0.3
-0.2 -2.6 0.0
1.3 -0.7 0.2
1.1 -0.3 -0.5
-0.6 -0.3 -1.0
-1.5 1.1 -1.2
1.6 -1.0 1.3
0.5 -0.7 -1.3
-0.2 0.2 0.2

Values from the calculation:
- Energy relative to the best compared isomer or geometry (same formula, charge and spin): 600.03 kJ/mol
- Strongest force on any atom: 4.02 eV/Å
- E_HOMO (alpha / beta): -8.664 / -8.978 eV
- E_tot: -459.65030 a.u.

6.
Computed, not measured: an isolated ion of composition C2H5NOP and charge +1, with the ωB97M-V functional and the def2-TZVPD basis.

Each line ends with the Löwdin charge.
Atoms and positions in Å:
O -0.438 -0.828 1.846  -0.457
P -0.867 -1.825 0.850  1.130
C -0.507 -0.442 -0.563  -0.317
C 0.878 0.160 -0.594  -0.033
N -0.221 0.759 0.162  0.034
H -1.096 -0.359 -1.405  0.086
H 1.585 -0.473 -0.036  0.130
H 1.301 0.769 -1.362  0.128
H -0.202 0.537 1.209  0.113
H -0.433 1.703 -0.107  0.185

Cartesian forces, eV/Å:
-0.1 -1.3 2.5
0.5 1.5 -1.5
0.6 -1.0 0.1
0.1 -2.0 1.0
1.1 1.0 1.2
-1.3 0.2 -1.6
-0.1 1.0 0.1
-0.2 0.0 -0.7
-0.1 0.3 -0.8
-0.7 0.2 -0.3

Values from the calculation:
- Energy relative to the best compared isomer or geometry (same formula, charge and spin): 24.34 kJ/mol
- Strongest force on any atom: 2.80 eV/Å
- Charge: +1
- E_HOMO: -15.487 eV
- SMILES string: O=P[C@@H]1C[NH2+]1
- E_tot: -550.22975 a.u.